1.
ORCA calculation (ωB97M-V/def2-TZVPD) on a molecular structure, C10H35N12NiO11 at a distorted geometry.

The value obtained for the LUMO energy (spin up / spin down) is -5.281 / -6.032 eV. The total charge is +1. For the HOMO energy (spin up / spin down), the calculation gives -11.14 / -11.14 eV. As for the spin multiplicity: 3. The relative energy (zero: lowest compared OMol25 entry of this formula, charge and spin) comes out at 0.00 kcal/mol.

Atoms and positions in Å:
Ni (-8.8063, -26.1537, 5.2408)
O (-10.3254, -20.0374, 8.1461)
O (-8.9173, -22.4917, 4.2970)
O (-8.4332, -23.2102, 2.2577)
O (-7.1038, -27.0631, 4.7024)
O (-5.8323, -20.0108, 4.2948)
O (-12.0647, -24.0502, 2.3203)
O (-8.4339, -24.7008, 3.8921)
O (-11.6711, -18.5965, 3.7652)
O (-9.8963, -27.1655, 3.9125)
O (-9.0858, -20.1223, -1.5418)
O (-6.8426, -27.0698, -1.1783)
N (-8.8460, -28.1675, 2.1872)
N (-10.5368, -17.6102, 2.0746)
N (-11.4227, -18.8221, 6.5320)
N (-9.3868, -18.8005, 3.6437)
N (-6.1731, -26.7014, 0.9858)
N (-7.6978, -25.3397, 0.0354)
N (-7.3817, -21.1648, -0.4536)
N (-9.4990, -21.2518, 0.4277)
N (-5.5647, -28.7221, 4.5503)
N (-10.4816, -20.8251, 6.0411)
N (-4.9523, -26.6538, 5.3154)
N (-10.8230, -29.0244, 2.9147)
C (-11.4074, -24.8857, 1.3471)
C (-9.8966, -28.0518, 3.0351)
C (-10.7216, -19.8726, 6.9892)
C (-6.9158, -26.4448, -0.1267)
C (-10.5846, -18.2867, 3.2481)
C (-8.7134, -20.7579, -0.5669)
C (-6.3605, -19.0620, 5.2602)
C (-5.9302, -27.4769, 4.8933)
C (-12.3702, -25.1571, 0.1919)
C (-8.6224, -23.5198, 3.4511)
H (-5.6900, -27.5746, 1.0764)
H (-8.5231, -18.6493, 3.1581)
H (-10.8407, -29.6316, 2.1156)
H (-6.1259, -29.2221, 3.8795)
H (-11.9872, -23.1812, 1.9029)
H (-11.6549, -29.0173, 3.4818)
H (-10.4873, -21.0921, 0.4731)
H (-3.9845, -26.9127, 5.2744)
H (-8.1739, -27.4367, 2.3588)
H (-9.6439, -17.3061, 1.7323)
H (-6.6409, -20.2408, 3.8311)
H (-8.9215, -21.8908, 3.5055)
H (-9.8396, -21.5639, 6.2534)
H (-11.6282, -18.7802, 5.5248)
H (-13.1779, -25.6656, 0.7157)
H (-12.7581, -24.2452, -0.2613)
H (-10.3536, -24.6979, 1.1243)
H (-10.7914, -20.7938, 5.0856)
H (-7.3904, -19.3570, 5.4839)
H (-6.6806, -20.6015, -0.8963)
H (-6.3601, -26.1011, 1.7693)
H (-6.4032, -18.0902, 4.7601)
H (-9.3550, -19.2590, 4.5421)
H (-11.3334, -25.8518, 1.8634)
H (-11.6788, -18.0784, 7.1528)
H (-4.6090, -29.0124, 4.6594)
H (-8.9510, -28.7673, 1.3906)
H (-11.3707, -17.1047, 1.8260)
H (-9.0614, -21.8788, 1.0829)
H (-5.2777, -25.8324, 5.7978)
H (-5.7707, -19.0971, 6.1713)
H (-7.6799, -24.8620, 0.9201)
H (-11.8941, -25.7759, -0.5682)
H (-7.2194, -21.6657, 0.4007)
H (-8.2790, -25.0193, -0.7162)

Force components x, y, z for each atom (eV/Å):
0.6 0.5 -3.1
-0.2 0.3 -0.8
0.1 -0.7 -1.9
-0.2 -0.6 0.9
-0.6 -0.3 0.8
-0.6 0.3 0.6
1.3 0.5 -0.9
-0.4 -0.9 1.3
1.1 0.5 0.0
-0.6 0.4 1.5
-0.2 0.1 0.9
-0.1 -0.1 1.0
-1.1 0.5 1.4
0.0 0.3 0.3
-0.2 0.2 -0.7
0.0 -0.4 0.8
0.0 -0.2 0.7
0.0 -0.3 0.4
-1.3 -0.2 0.6
0.2 0.0 0.4
-0.3 0.0 -0.2
0.6 -0.7 -0.9
-1.2 -0.2 0.3
-0.5 0.7 0.6
-0.7 -1.7 0.7
1.1 -1.5 -0.9
0.1 -0.2 1.5
-0.3 0.4 -2.0
-1.0 -1.2 -1.0
0.6 0.1 -1.9
-0.2 -0.5 -0.9
0.9 0.4 -0.6
0.5 0.3 0.6
0.8 -0.2 -0.6
0.1 0.1 -0.1
0.0 0.3 -0.1
0.1 0.0 -0.1
-0.1 -0.1 0.2
-0.4 0.2 0.5
0.0 0.2 0.0
0.0 0.1 -0.3
0.1 0.1 0.3
0.4 -0.2 -1.0
-0.1 0.3 -0.2
0.4 -0.5 -0.5
-0.4 1.0 1.5
-0.1 0.0 0.3
-0.1 0.3 0.6
-0.3 -0.1 -0.7
0.1 0.0 -0.1
-0.2 1.0 -0.2
-0.4 0.3 0.1
0.1 0.1 0.4
0.1 -0.1 0.0
0.5 -0.3 0.3
0.3 0.2 0.6
0.0 0.1 0.0
0.0 0.0 0.1
0.0 -0.1 0.1
0.0 -0.1 0.0
0.7 0.3 -0.4
0.1 0.0 -0.2
-0.4 -0.1 0.2
0.5 0.2 -0.1
0.1 0.3 -0.1
-0.4 0.5 -0.2
-0.2 -0.1 0.0
0.9 0.1 0.0
0.1 0.1 -0.1

2.
ORCA calculation (ωB97M-V/def2-TZVPD) on a single C2H2BrFO molecule at a distorted geometry.

The value obtained for the LUMO energy is 0.573 eV. For the HOMO energy, the calculation gives -10.19 eV. As for the spin multiplicity: 1. As for the SMILES: O=C[C@H](F)Br. The relative energy (zero: lowest compared OMol25 entry of this formula, charge and spin) comes out at 9.30 kcal/mol.

Atoms and positions in Å:
Br (0.5565, 1.5465, 1.2520)
F (1.3451, 0.1413, -1.0362)
O (-1.1596, -1.5957, -0.3008)
C (0.2616, 0.5628, -0.4067)
C (-0.3815, -0.8975, 0.2121)
H (-0.5225, 1.1892, -1.0136)
H (-0.0996, -0.9465, 1.2931)

Force components x, y, z for each atom (eV/Å):
0.4 0.2 -0.5
1.1 0.7 -0.8
-0.9 -1.1 -1.3
-3.7 -1.6 1.0
0.8 3.6 1.2
1.9 -1.3 0.7
0.3 -0.5 -0.3

3.
ORCA calculation (ωB97M-V/def2-TZVPD) on 6 unconnected molecules or ions with the total composition C18H47Br2ClO15S5Si.

The value obtained for the LUMO energy is 0.357 eV. For the HOMO energy, the calculation gives -10.30 eV. As for the spin multiplicity: 1. As for the SMILES: C[C@H](Br)[C@@H](Br)[SiH2]Cl.CCOS(C)(=O)=O.CCOS(C)(=O)=O.CCOS(C)(=O)=O.CCOS(C)(=O)=O.CCOS(C)(=O)=O.

Atoms and positions in Å:
Br (-0.8188, -0.8438, 4.5296)
Br (-0.2138, -0.2594, -0.0015)
Cl (-4.1719, -0.1322, 1.6814)
S (-8.9774, 0.5821, 3.4479)
S (5.2641, 3.0842, 2.7400)
S (5.1411, -6.7324, -6.4248)
S (3.4604, 0.2383, -3.7008)
S (-3.6579, 5.1699, 2.7526)
Si (-2.4918, 0.8062, 2.4134)
O (-3.1092, 4.2163, 3.6742)
O (-9.1131, 1.7481, 2.6274)
O (-9.6977, 0.5282, 4.6863)
O (6.3586, 3.7341, 2.0881)
O (-3.4286, 6.6267, 3.3266)
O (5.3504, 1.5174, 2.5284)
O (4.3538, -5.5608, -6.1653)
O (-9.3102, -0.7170, 2.6027)
O (4.6481, 0.1452, -2.9019)
O (3.9286, 3.5174, 2.4449)
O (2.8912, -1.2081, -3.9884)
O (-3.2423, 5.1049, 1.3847)
O (4.7505, -7.8525, -5.3757)
O (5.1445, -7.2757, -7.7477)
O (3.5130, 0.9770, -4.9270)
C (4.8402, 0.9898, 1.2674)
C (-7.2726, 0.2635, 3.7169)
C (6.7961, -6.4746, -5.8933)
C (-1.1546, 7.2748, 2.6341)
C (3.3309, -8.1176, -5.1783)
C (0.1786, -0.2621, 1.9320)
C (-5.4132, 5.1520, 2.8335)
C (5.5325, 3.1008, 4.4777)
C (2.7502, -8.9621, -6.2880)
C (3.4345, -1.9272, -5.1373)
C (4.7995, -2.5052, -4.8569)
C (-2.0844, 6.9612, 3.7825)
C (2.1615, 0.8280, -2.6772)
C (0.8786, 1.0250, 2.3162)
C (-1.1523, -0.5269, 2.6222)
C (5.8354, 1.0899, 0.1382)
C (-11.4304, -0.2427, 1.4459)
C (-10.7129, -1.0857, 2.4742)
H (2.6983, -2.7066, -5.3173)
H (-10.6707, -2.1324, 2.1819)
H (-0.2108, 7.6452, 3.0371)
H (0.2714, 1.8949, 2.0602)
H (-7.1665, -0.6330, 4.3210)
H (4.7768, -3.1134, -3.9526)
H (-2.8335, 1.3878, 3.7158)
H (6.0335, 2.1239, -0.1393)
H (2.4532, 1.8318, -2.3735)
H (6.7774, 0.6172, 0.4152)
H (-6.7763, 0.1557, 2.7566)
H (-1.5834, 8.0437, 1.9923)
H (5.5506, -1.7259, -4.7362)
H (5.5523, 4.1479, 4.7717)
H (-1.7231, 6.1357, 4.3955)
H (-10.9003, -0.2654, 0.4942)
H (3.9086, 1.5111, 1.0440)
H (-11.5173, 0.7929, 1.7692)
H (-5.7958, 5.9796, 2.2425)
H (7.2247, -5.7450, -6.5772)
H (6.4895, 2.6293, 4.6837)
H (3.3046, -8.6316, -4.2204)
H (0.8344, -1.1221, 2.0513)
H (1.7291, -9.2388, -6.0212)
H (2.0773, 0.1812, -1.8086)
H (5.0745, -3.1494, -5.6918)
H (4.7159, 2.5766, 4.9657)
H (2.7299, -8.4221, -7.2327)
H (7.3314, -7.4180, -5.9594)
H (6.7836, -6.0926, -4.8765)
H (1.0626, 1.0317, 3.3915)
H (1.8321, 1.1095, 1.7978)
H (4.6111, -0.0469, 1.5072)
H (1.2349, 0.8539, -3.2442)
H (-12.4323, -0.6478, 1.2957)
H (-5.7182, 5.2298, 3.8731)
H (-2.2472, 7.8260, 4.4212)
H (2.8211, -7.1597, -5.0767)
H (-5.7298, 4.2034, 2.4042)
H (-6.8848, 1.1314, 4.2469)
H (-0.9526, 6.3926, 2.0298)
H (-2.0921, 1.8555, 1.4650)
H (-1.5507, -1.4759, 2.2679)
H (-11.1719, -1.0149, 3.4601)
H (3.3328, -9.8730, -6.4216)
H (5.4163, 0.5763, -0.7270)
H (3.4399, -1.2452, -5.9869)

Force components x, y, z for each atom (eV/Å):
0.0 0.0 0.0
0.0 0.0 0.0
-0.1 -0.1 -0.1
0.0 0.1 0.0
0.0 0.0 0.0
0.0 0.0 -0.1
0.1 0.1 0.1
0.0 -0.1 -0.1
0.1 0.3 0.2
0.0 0.0 0.0
0.0 0.0 0.0
0.0 0.0 0.0
0.0 0.0 0.0
0.0 0.0 0.0
0.1 0.0 0.0
0.0 0.0 0.0
0.0 0.0 0.0
0.0 -0.1 -0.1
0.0 0.0 0.0
0.0 0.0 0.0
0.0 0.0 0.0
0.0 0.0 0.0
0.0 0.0 0.0
0.0 0.0 0.0
-0.1 0.0 0.0
0.0 0.0 0.0
0.0 0.0 0.0
0.0 0.0 0.0
0.0 0.0 0.0
0.0 0.0 0.0
0.0 0.0 0.0
0.0 0.0 0.0
0.0 0.0 0.0
-0.1 0.0 0.0
0.0 0.0 0.0
0.0 0.0 0.0
0.0 0.0 0.0
-0.1 0.0 -0.1
0.0 -0.1 -0.1
0.0 0.0 0.1
0.0 0.0 0.0
0.0 0.0 0.1
0.0 0.0 0.0
0.0 0.0 0.0
0.0 0.0 0.0
0.0 0.0 0.0
0.0 0.0 0.0
0.0 0.0 0.0
0.0 -0.1 0.0
0.0 0.0 0.0
0.0 0.0 0.0
0.0 0.0 0.0
0.0 0.0 0.0
0.0 0.0 0.0
0.0 0.0 0.0
0.0 0.0 0.0
0.0 0.0 0.0
0.0 0.0 0.0
0.0 0.0 0.0
0.0 0.0 0.0
0.0 0.0 0.0
0.0 0.0 0.0
0.0 0.0 0.0
0.0 0.0 0.0
0.0 0.0 0.1
0.0 0.0 0.0
0.0 0.0 0.0
0.0 0.0 0.0
0.0 0.0 0.0
0.0 0.0 0.0
0.0 0.0 0.0
0.0 0.0 0.0
0.0 0.0 0.0
0.0 0.0 0.0
0.0 0.0 0.0
0.0 0.0 0.0
0.0 0.0 0.0
0.0 0.0 0.0
0.0 0.0 0.0
0.0 0.0 0.0
0.0 0.0 0.0
0.0 0.0 0.0
0.0 0.0 0.0
0.0 -0.1 0.0
0.0 0.0 0.0
0.0 0.0 0.0
0.0 0.0 0.0
0.1 0.0 -0.1
0.0 0.0 0.0